This record from the Open Molecules 2025 dataset describes one molecule with the formula C3H4Cl2N2 in a non-equilibrium geometry. The level of theory is the ωB97M-V functional and the def2-TZVPD basis.

Geometry as XYZ:
```
11
C3H4Cl2N2 | the Open Molecules 2025 dataset | the ωB97M-V functional and the def2-TZVPD basis
Cl 2.753 0.829 0.267
Cl -1.726 1.117 0.908
N -0.192 0.482 -1.209
N 0.289 -1.776 1.488
C -0.234 0.399 0.152
C 1.050 0.680 0.998
C 0.438 -0.662 0.949
H -0.166 1.392 -1.654
H -0.808 -0.050 -1.680
H -0.701 -2.279 1.412
H 0.964 1.097 2.017
```

Results
Kohn-Sham gap in eV: 9.40
Multiplicity: 1
SMILES string: [H]/N=C1/[C@@H](Cl)[C@]1(N)Cl
ΔE to the lowest compared entry with this formula, charge and spin in eV: 1.725
E_LUMO in eV: -0.1082